A single C3H2N4O molecule, computed with ωB97M-V/def2-TZVPD.

Its SMILES is O=c1nnccnn1. The calculation puts the HOMO-LUMO gap at 8.3 eV. The HOMO energy is -10.07 eV. As for the total energy: -11146.739 eV. The relative energy (zero: lowest compared OMol25 entry of this formula, charge and spin) is 58.4 kcal per mole.

```
! wB97M-V def2-TZVPD RIJCOSX def2/J DEFGRID3
* xyz 0 1
O 2.31376 -0.21160 0.72734
C 1.54397 -0.12296 -0.17474
N 0.92452 -1.24372 -0.74092
N -0.30383 -1.47380 -0.48234
C -1.08113 -0.61662 0.26859
C -0.89045 0.77200 0.24190
N 0.00879 1.57892 -0.46311
N 1.17779 1.11055 -0.73252
H -2.08731 -1.06660 0.49538
H -1.60610 1.27383 0.86042
*
```

A single C3H2N4O molecule, computed with ωB97M-V/def2-TZVPD.

Its SMILES is c1nc2[nH]nnc2o1. The calculation puts the HOMO-LUMO gap at 9.8 eV. The HOMO energy is -9.42 eV. As for the total energy: -11147.487 eV. The relative energy (zero: lowest compared OMol25 entry of this formula, charge and spin) is 41.2 kcal per mole.

```
! wB97M-V def2-TZVPD RIJCOSX def2/J DEFGRID3
* xyz 0 1
C 1.77332 -0.56929 0.57177
N 0.71024 -1.37047 0.27456
C -0.29239 -0.52681 -0.05328
N -1.49508 -0.16227 -0.81403
N -1.68760 1.14042 -0.70717
N -0.82168 1.75713 -0.03986
C 0.03011 0.74016 0.46795
O 1.31971 0.76303 0.68272
H 2.79559 -0.96077 0.61960
H -2.33223 -0.81113 -1.00227
*
```

A single C3H2N4O molecule, computed with ωB97M-V/def2-TZVPD.

Its SMILES is N#Cc1nc(=O)[nH][nH]1. The calculation puts the HOMO-LUMO gap at 8.6 eV. The HOMO energy is -9.72 eV. As for the total energy: -11147.709 eV. The relative energy (zero: lowest compared OMol25 entry of this formula, charge and spin) is 36.0 kcal per mole.

```
! wB97M-V def2-TZVPD RIJCOSX def2/J DEFGRID3
* xyz 0 1
N 3.32062 -0.61972 0.19833
C 2.19383 -0.65788 0.02796
C 0.70729 -0.50945 -0.08736
N -0.29684 -1.45856 -0.29029
C -1.51283 -0.64450 -0.13830
O -2.71018 -1.02119 0.29504
N -1.11550 0.74826 0.07281
N 0.23410 0.85848 -0.13893
H -1.60365 1.77111 -0.28550
H 0.78313 1.53344 0.34625
*
```

A single C3H2N4O molecule, computed with ωB97M-V/def2-TZVPD.

Its SMILES is O=c1cnnnnc1. The calculation puts the HOMO-LUMO gap at 8.2 eV. The HOMO energy is -10.36 eV. As for the total energy: -11143.870 eV. The relative energy (zero: lowest compared OMol25 entry of this formula, charge and spin) is 124.6 kcal per mole.

```
! wB97M-V def2-TZVPD RIJCOSX def2/J DEFGRID3
* xyz 0 1
O -0.01255 2.09958 0.51144
C -0.00241 0.83733 0.37194
C 1.26649 0.21076 0.02782
N 1.82052 -0.96544 -0.27404
N 0.47412 -1.60242 0.21211
N -0.25395 -1.58272 -0.87016
N -1.62597 -1.00733 -0.42322
C -1.42000 0.23387 0.09943
H 2.01253 0.94317 0.11123
H -2.25878 0.83318 0.23344
*
```

A molecular structure, C3H2N4O, computed with ωB97M-V/def2-TZVPD.

The calculation puts the HOMO-LUMO gap at 9.7 eV. The HOMO energy is -10.28 eV. As for the total energy: -11145.963 eV. The relative energy (zero: lowest compared OMol25 entry of this formula, charge and spin) is 76.3 kcal per mole.

```
! wB97M-V def2-TZVPD RIJCOSX def2/J DEFGRID3
* xyz 0 1
C -0.06536 -1.27734 0.91142
C 0.69658 -0.08553 -0.45466
C -0.60435 -0.01800 0.14788
H 0.16678 -0.97753 1.92702
H -0.72626 -2.16566 0.94916
N 1.23201 0.83951 -1.19868
N 0.30887 1.86051 -1.53032
N -0.80963 1.99772 -0.90117
N -1.22441 1.10471 0.13823
O 1.02577 -1.27839 0.01114
*
```

A single C3H2N4O molecule, computed with ωB97M-V/def2-TZVPD.

Its SMILES is O=c1ccnnnn1. The calculation puts the HOMO-LUMO gap at 8.3 eV. The HOMO energy is -9.83 eV. As for the total energy: -11146.205 eV. The relative energy (zero: lowest compared OMol25 entry of this formula, charge and spin) is 70.7 kcal per mole.

```
! wB97M-V def2-TZVPD RIJCOSX def2/J DEFGRID3
* xyz 0 1
O -1.72053 1.20942 1.00235
C -0.94348 0.35855 0.66764
C -1.20843 -0.92376 -0.08397
C -0.18476 -1.23161 -0.96882
N 0.80062 -0.41925 -1.41240
N 1.49204 0.46137 -0.84670
N 1.54994 0.38372 0.50716
N 0.44624 0.25790 1.13103
H -2.07552 -1.52054 0.13113
H -0.16210 -2.15999 -1.49267
*
```

A molecular structure, C3H2N4O4, computed with ωB97M-V/def2-TZVPD.

The calculation puts the HOMO-LUMO gap at 7.9 eV. The HOMO energy is -8.87 eV. As for the total energy: -17284.422 eV. The relative energy (zero: lowest compared OMol25 entry of this formula, charge and spin) is 124.3 kcal per mole.

```
! wB97M-V def2-TZVPD RIJCOSX def2/J DEFGRID3
* xyz 0 1
C 2.32361 -0.80159 0.62491
C 0.23434 -1.53350 -0.48063
C 2.55338 0.40530 1.11486
N 1.41344 -1.56586 -0.01043
N -0.80548 -0.60257 -0.53922
N -0.66279 0.44364 0.11629
N -2.98675 1.52869 -0.66741
O 2.94216 1.39150 1.57309
O -1.46493 1.38520 0.20760
O -2.82054 1.71025 -1.81048
O -3.90351 1.45450 0.05256
H 3.25186 -1.36823 0.80010
H -0.07478 -2.44732 -0.98124
*
```

2 unconnected molecules or ions with the total composition C3H2NO2Se, computed with ωB97M-V/def2-TZVPD.

The calculation puts the HOMO-LUMO gap at 6.1 eV. The HOMO energy is -3.00 eV. As for the total energy: -74073.813 eV. The relative energy (zero: lowest compared OMol25 entry of this formula, charge and spin) is 43.9 kcal per mole.

```
! wB97M-V def2-TZVPD RIJCOSX def2/J DEFGRID3
* xyz -1 1
C -1.03597 1.20286 0.00551
C -1.24348 -1.28401 0.11399
C -0.55179 -0.09985 -0.21106
N -1.60572 2.18489 0.23212
O -1.62834 -2.03782 0.95223
O -1.34654 -0.89367 -1.14047
Se 3.35092 -0.18120 0.00250
H 0.49042 -0.14448 -0.18162
H 3.57051 1.25327 0.22680
*
```

A gas-phase ion, C3H2NO4S (charge -1), computed with ωB97M-V/def2-TZVPD.

The calculation puts the HOMO-LUMO gap at 7.1 eV. The HOMO energy is -3.31 eV. As for the total energy: -23659.047 eV. The relative energy (zero: lowest compared OMol25 entry of this formula, charge and spin) is 28.6 kcal per mole.

```
! wB97M-V def2-TZVPD RIJCOSX def2/J DEFGRID3
* xyz -1 1
C -1.64591 1.21353 -0.34916
C -1.18605 -1.72017 -0.27197
C -0.46663 0.66132 -0.03970
N -0.28895 -0.76819 0.03991
O -0.91936 -2.88360 -0.45266
O -2.48316 -1.36479 -0.51703
O -3.53548 0.24442 1.33047
O -2.05125 2.34792 -0.61926
S -3.17183 0.19399 -0.12132
H 0.38126 1.21550 -0.14532
H 0.68905 -1.19591 0.08132
*
```

2 unconnected molecules or ions with the total composition C3H2NO4S, computed with ωB97M-V/def2-TZVPD.

The calculation puts the HOMO-LUMO gap (alpha / beta) at 9.1 / 5.6 eV. The HOMO energy (alpha / beta) is -5.94 / -3.84 eV. As for the total energy: -23657.437 eV. The relative energy (zero: lowest compared OMol25 entry of this formula, charge and spin) is 65.7 kcal per mole.

```
! wB97M-V def2-TZVPD RIJCOSX def2/J DEFGRID3
* xyz -1 1
C -2.73852 0.68833 -0.24056
C 0.81906 0.71135 0.12020
C -2.00159 -0.40848 0.05817
N -3.39127 1.62007 -0.49498
O 3.06692 0.19674 -1.02419
O 1.00842 1.77141 0.56042
O 1.69907 -1.78545 -0.56800
O 2.69815 -0.54972 1.29662
S 2.25733 -0.54961 -0.08366
H -1.81121 -0.65226 1.08660
H -1.60636 -1.04238 -0.71062
*
```

A gas-phase ion, C3H2NOS2 (charge -1), computed with ωB97M-V/def2-TZVPD.

Its SMILES is [NH-]OC(=S)C=C=S. The calculation puts the HOMO-LUMO gap (alpha / beta) at 5.2 / 5.2 eV. The HOMO energy (alpha / beta) is -2.65 / -2.64 eV. As for the total energy: -28347.807 eV. The relative energy (zero: lowest compared OMol25 entry of this formula, charge and spin) is 139.3 kcal per mole.

```
! wB97M-V def2-TZVPD RIJCOSX def2/J DEFGRID3
* xyz -1 1
N 1.97628 -0.46247 -0.88525
O 0.97567 -1.32221 -0.96753
C -0.22525 -1.18096 -0.54992
S -1.22422 -2.56105 -0.77490
C -0.73383 0.03328 0.05410
C -0.08931 0.83375 0.86872
S 0.51068 2.07595 1.62474
H 1.57047 0.17240 -0.19918
H -1.92118 -0.01071 0.06728
*
```

A gas-phase ion, C3H2NOS2 (charge -1), computed with ωB97M-V/def2-TZVPD.

Its SMILES is [O-][C@@]12N=CS[C@@H]1S2. The calculation puts the HOMO-LUMO gap at 6.5 eV. The HOMO energy is -3.27 eV. As for the total energy: -28351.413 eV. The relative energy (zero: lowest compared OMol25 entry of this formula, charge and spin) is 56.1 kcal per mole.

```
! wB97M-V def2-TZVPD RIJCOSX def2/J DEFGRID3
* xyz -1 1
O 0.98663 -1.87220 0.62326
C 0.47094 -0.86700 0.18616
N -0.37362 -0.84083 -0.91349
C -1.22855 0.10158 -0.90726
S -1.09095 1.28490 0.43531
C 0.40893 0.45844 0.87236
S 1.74322 0.80965 -0.35813
H -1.72458 0.10874 -1.86500
H 0.80798 0.81670 1.92679
*
```